The following is a DFT calculation (the ωB97M-V functional and the def2-TZVPD basis) of the molecule C16H13NO5 at a distorted geometry.

```
35
Properties=species:S:1:pos:R:3:mulliken_charge:R:1
H -3.875 3.044 -0.203 0.29
H -0.198 -2.968 -1.016 0.38
H 5.201 2.441 0.660 0.40
O -2.779 1.595 -1.173 -0.57
C 0.745 1.266 0.347 0.19
C 2.200 0.942 0.238 0.66
O 1.744 -1.894 -1.691 -0.65
O 0.019 0.845 1.215 -0.55
H -4.716 2.199 -1.545 0.24
C -2.670 -1.943 0.873 -0.89
H -2.665 -2.839 1.475 0.35
O 0.337 2.081 -0.619 -0.50
C 2.632 -0.330 -0.144 0.45
C -4.021 2.072 -0.698 -0.30
H -0.789 -0.355 -1.466 0.64
H 4.318 -1.554 -0.580 0.46
C 3.995 -0.578 -0.252 -0.62
C 1.671 -1.398 -0.583 0.41
H -0.495 -3.411 0.687 0.39
C -1.613 -1.698 0.013 0.41
C 4.485 1.666 0.435 -0.60
H 0.683 -1.238 1.195 0.33
C -2.623 0.347 -0.611 1.05
C -3.741 -1.060 0.995 -0.87
C -0.390 -2.578 -0.012 -1.09
C 4.917 0.406 0.053 -0.56
H -0.627 2.224 -0.590 0.43
H 2.787 2.922 0.793 0.46
N 0.771 -1.784 0.348 -0.17
C -3.687 0.094 0.253 0.75
C 3.131 1.937 0.513 -0.57
O -4.560 1.149 0.221 -0.48
H 5.974 0.196 -0.020 0.40
H -4.563 -1.255 1.663 0.43
C -1.596 -0.543 -0.776 -0.70
```

Computed properties:
Orbital gap (eV): 8.9692
Electronic energy (hartree): -1048.49312
E_HOMO (hartree): -0.3046
Structure (SMILES): O=C(O)c1ccccc1C(=O)NCc1ccc2c(c1)OCO2
Energy above the lowest of the compared OMol25 structures with the same formula, charge and spin (kJ/mol): 3.7
Multiplicity: 1